C18H40N2O11P5S | ωB97M-V with the def2-TZVPD basis set

Computed properties:
Gap between HOMO and LUMO = 0.3171 hartree
Energy = -102091.9733 eV
E_LUMO = -3.2 eV
Charge = +1

```
77
Properties=species:S:1:pos:R:3:lowdin_charge:R:1
C -2.086 2.544 1.392 0.034
C -2.213 2.560 0.089 -0.071
C -0.968 2.671 -0.768 -0.521
O -0.054 3.273 -0.353 0.158
O -0.874 2.148 -2.016 0.013
C -1.685 0.987 -2.206 -0.176
C -1.045 -0.271 -1.564 -0.169
C 0.303 -0.551 -2.302 -0.160
C 1.533 -0.876 -1.407 -0.164
C 1.746 0.032 -0.153 -0.147
C 2.002 -0.873 1.106 -0.128
C 0.800 -0.908 2.075 -0.264
N 0.551 -2.234 2.711 0.061
C -0.518 -1.989 3.730 -0.745
P -2.230 -1.436 3.152 0.922
P -2.735 -2.522 1.320 0.286
O -3.580 -3.650 1.626 -0.277
O -1.403 -3.098 0.553 -0.167
O -3.514 -1.507 0.318 -0.144
P -0.697 -3.395 5.010 0.914
C -2.301 -4.274 4.749 -0.275
O 0.502 -4.499 4.613 -0.292
C 0.125 -0.742 4.468 -0.509
P -1.011 0.067 5.714 0.360
S -1.447 1.919 5.339 0.189
C 0.681 0.107 3.271 -0.301
P 2.138 1.197 3.642 0.517
N 3.237 0.350 4.347 -0.149
O 1.606 2.415 4.536 -0.154
O 2.729 1.872 2.284 -0.139
H -2.944 2.662 2.051 0.083
H -1.087 2.375 1.792 0.055
H -3.183 2.478 -0.405 0.114
H -2.743 1.119 -1.936 0.118
H -1.680 0.781 -3.286 0.139
H -1.759 -1.088 -1.750 0.112
H -0.961 -0.175 -0.467 0.073
H 0.491 0.255 -3.021 0.112
H 0.125 -1.450 -2.914 0.118
H 1.513 -1.952 -1.185 0.102
H 2.417 -0.717 -2.044 0.118
H 2.670 0.608 -0.275 0.113
H 0.937 0.749 0.031 0.093
H 2.218 -1.914 0.814 0.118
H 2.909 -0.530 1.619 0.087
H -0.073 -0.663 1.453 0.098
H 1.389 -2.341 3.310 0.178
H 0.519 -3.069 2.121 0.171
H -2.056 -0.086 2.723 -0.064
H -0.798 -2.370 0.324 0.033
H -3.190 -0.601 0.473 0.049
H -2.490 -4.915 5.621 0.053
H -2.258 -4.948 3.875 0.049
H -3.157 -3.595 4.663 0.024
H 0.166 -4.982 3.835 0.058
H 1.002 -1.110 5.035 0.101
H -0.373 -0.099 6.970 0.007
H -2.229 -0.657 5.820 -0.032
H -0.075 0.837 2.935 0.056
H 4.109 0.385 3.828 -0.010
H 1.268 3.087 3.911 0.092
H 3.541 1.424 2.011 0.078
C 2.008 1.133 -8.832 -0.063
C 1.761 0.492 -7.483 -0.215
O 1.866 1.455 -6.422 0.030
C 0.798 2.236 -6.249 -0.611
O -0.227 2.190 -6.879 0.124
O 1.068 3.092 -5.259 0.001
C 0.034 4.049 -5.015 -0.039
H 2.960 1.666 -8.834 0.084
H 2.023 0.379 -9.619 0.083
H 1.232 1.861 -9.068 0.077
H 2.525 -0.260 -7.288 0.121
H 0.794 -0.011 -7.449 0.122
H -0.927 3.560 -4.868 0.089
H -0.020 4.761 -5.837 0.102
H 0.293 4.586 -4.106 0.094
```

C18H40N5O19PbS3 | ωB97M-V with the def2-TZVPD basis set

Computed properties:
Gap between HOMO and LUMO = 0.2540 hartree
Energy = -103409.3058 eV
E_LUMO = -4.5 eV
Charge = +1

```
86
Properties=species:S:1:pos:R:3:lowdin_charge:R:1
Pb -0.515 2.723 2.581 1.808
N -0.271 -0.336 0.253 -0.548
O -0.397 0.826 0.709 -0.178
O 0.787 -0.767 -0.230 0.030
O -1.316 -0.974 0.185 -0.030
C 3.889 -0.456 1.735 -0.161
C 4.077 -1.174 0.358 -0.238
O 5.387 -1.122 0.043 -0.164
S 6.136 0.195 0.560 0.774
O 5.914 1.296 -0.409 -0.260
O 7.481 -0.168 1.038 -0.225
O 5.033 0.378 1.824 -0.216
H 3.834 -1.149 2.575 0.124
H 3.025 0.208 1.747 0.112
H 3.431 -0.654 -0.349 0.101
H 3.622 -2.152 0.515 0.132
C -2.080 1.378 -2.118 -0.174
C -0.730 1.068 -2.755 -0.219
O -0.665 1.907 -3.857 -0.190
S -1.337 3.433 -3.502 0.773
O -1.825 4.082 -4.698 -0.212
O -0.450 4.163 -2.605 -0.262
O -2.529 2.641 -2.613 -0.210
H -1.914 1.483 -1.046 0.091
H -2.848 0.646 -2.368 0.136
H -0.705 0.096 -3.248 0.136
H 0.109 1.193 -2.070 0.107
C 1.677 -1.877 -3.235 -0.248
C 2.842 -2.616 -2.781 -0.186
O 4.014 -1.799 -2.900 -0.180
S 3.631 -0.356 -3.587 0.749
O 3.864 -0.533 -5.009 -0.218
O 4.187 0.775 -2.853 -0.238
O 2.003 -0.532 -3.239 -0.202
H 0.756 -2.094 -2.693 0.131
H 1.409 -2.108 -4.265 0.138
H 2.998 -3.620 -3.176 0.147
H 2.720 -2.886 -1.732 0.102
C -3.508 -3.988 -0.580 -0.001
C -2.041 -4.474 -0.612 -0.566
O -1.911 -5.513 -1.241 0.036
N -1.082 -3.827 0.047 0.037
C 0.319 -4.313 -0.052 -0.054
H -3.653 -3.484 0.375 0.053
H -4.011 -4.953 -0.519 0.083
H -3.915 -3.440 -1.430 0.081
H -1.337 -2.904 0.367 0.069
H 0.716 -5.010 0.686 0.085
H 1.057 -3.512 -0.019 0.045
H 0.493 -4.685 -1.062 0.083
C -5.154 2.500 1.228 0.035
C -3.843 1.713 1.315 -0.502
O -2.842 2.308 1.723 -0.182
N -3.782 0.441 0.886 0.067
C -4.951 -0.308 0.421 -0.047
H -6.052 1.883 1.222 0.076
H -5.168 2.955 0.238 0.102
H -5.164 3.248 2.021 0.094
H -2.913 -0.073 0.878 0.089
H -5.414 0.213 -0.417 0.093
H -5.717 -0.438 1.186 0.089
H -4.716 -1.312 0.068 0.070
C -3.368 -0.637 4.214 0.016
C -1.935 -0.624 3.726 -0.465
O -1.286 0.449 3.526 -0.199
N -1.361 -1.832 3.507 0.034
C 0.038 -2.162 3.196 -0.019
H -4.096 -1.253 3.687 0.088
H -3.744 0.384 4.146 0.083
H -3.379 -0.931 5.264 0.097
H -1.890 -2.651 3.770 0.144
H 0.252 -3.174 3.541 0.099
H 0.651 -1.452 3.751 0.094
H 0.080 -2.140 2.107 0.056
C 2.145 6.007 0.934 0.021
C 2.015 4.519 0.643 -0.532
O 1.237 3.865 1.304 -0.202
N 2.809 4.049 -0.298 0.074
C 2.828 2.652 -0.623 -0.037
H 1.425 6.251 1.715 0.079
H 1.796 6.652 0.128 0.092
H 3.115 6.435 1.186 0.094
H 3.537 4.625 -0.696 0.170
H 1.913 2.087 -0.443 0.074
H 3.607 2.101 -0.095 0.075
H 2.958 2.634 -1.705 0.093
```

C18H40OPdS2Si2 | ωB97M-V with the def2-TZVPD basis set

Computed properties:
Gap between HOMO and LUMO (spin up / spin down) = 0.1712 / 0.1720 hartree
Energy = -62265.3963 eV
E_LUMO (spin up / spin down) = 5.1 / 5.1 eV
Charge = -2

```
64
Properties=species:S:1:pos:R:3:lowdin_charge:R:1
Pd 0.312 -0.403 -0.146 0.404
C 2.910 3.423 1.895 -0.194
C 1.962 2.473 1.196 -0.866
S 2.668 0.957 0.757 0.483
C 0.674 2.825 0.965 -0.824
C 0.093 4.152 1.384 -0.187
S -0.517 1.843 0.170 0.523
H 3.882 2.947 1.987 0.021
H 2.549 3.673 2.896 0.060
H 3.037 4.355 1.337 0.056
H 0.852 4.892 1.622 0.039
H -0.548 4.020 2.257 0.060
H -0.530 4.533 0.575 0.037
C -3.161 0.552 1.934 -0.226
Si -3.251 -1.057 0.888 0.438
C -5.124 -1.234 0.380 -0.215
C -3.064 -2.529 2.127 -0.199
C -2.074 -1.024 -0.554 -0.419
Si -2.050 -2.319 -1.893 0.421
C -3.769 -3.022 -2.448 -0.215
C -1.081 -3.921 -1.451 -0.196
C -1.215 -1.614 -3.463 -0.189
H -3.631 0.476 2.914 0.006
H -3.608 1.394 1.409 0.009
H -2.112 0.798 2.078 -0.033
H -5.807 -1.077 1.212 0.002
H -5.304 -2.232 -0.005 -0.013
H -5.393 -0.535 -0.407 0.007
H -4.028 -2.890 2.484 0.005
H -2.472 -2.247 2.994 0.004
H -2.563 -3.363 1.645 -0.003
H -2.126 -0.031 -1.026 -0.050
H -4.246 -3.546 -1.627 -0.004
H -3.684 -3.723 -3.276 0.001
H -4.444 -2.231 -2.762 0.007
H -1.565 -4.483 -0.657 0.010
H -0.093 -3.637 -1.104 -0.027
H -0.957 -4.585 -2.307 0.011
H -1.874 -0.966 -4.040 0.016
H -0.826 -2.382 -4.128 0.015
H -0.361 -1.004 -3.114 -0.027
C 2.474 -2.103 -1.961 -0.153
O 2.241 -0.967 -2.727 -0.194
C 1.237 -0.099 -2.184 -0.192
C 1.335 1.230 -2.886 -0.130
H 3.532 -2.372 -2.056 0.080
H 1.856 -2.949 -2.309 0.079
H 2.237 -1.899 -0.898 0.047
H 1.489 1.104 -3.972 0.069
H 2.178 1.823 -2.501 0.079
H 0.425 1.806 -2.720 0.038
C 1.018 -3.916 1.631 -0.107
C 1.456 -2.601 2.279 -0.524
C 1.515 -2.794 3.811 -0.114
C 0.522 -1.449 1.924 -0.195
H 1.591 -4.767 2.014 0.059
H 1.160 -3.865 0.553 0.039
H -0.039 -4.097 1.823 0.064
H 2.474 -2.363 1.935 0.110
H 0.516 -2.987 4.206 0.066
H 1.903 -1.893 4.286 0.063
H 2.161 -3.637 4.084 0.053
H 0.820 -0.574 2.531 0.016
H -0.496 -1.728 2.217 -0.001
```

C18H41BiN2OP3S | ωB97M-V with the def2-TZVPD basis set

Computed properties:
Gap between HOMO and LUMO = 0.2354 hartree
Energy = -68873.8636 eV
E_LUMO = -9.8 eV
Charge = +3

```
67
Properties=species:S:1:pos:R:3:lowdin_charge:R:1
Bi -0.181 0.220 0.125 1.268
P 1.722 1.281 2.088 0.677
P -1.194 2.595 -0.687 0.690
P 2.049 -0.476 -1.313 0.693
H -1.596 -4.403 2.375 0.068
C -0.638 -4.460 1.833 -0.071
C 0.537 -4.170 2.414 -0.076
H 0.622 -3.835 3.455 0.056
C 1.015 1.778 3.697 -0.263
C 2.683 2.765 1.619 -0.248
C 3.014 0.108 2.631 -0.244
C -2.586 2.642 -1.856 -0.222
C -1.738 3.594 0.737 -0.231
C 0.074 3.655 -1.447 -0.235
C 2.633 -2.100 -0.711 -0.218
C 3.525 0.586 -1.257 -0.246
C 1.705 -0.764 -3.080 -0.221
H -0.688 -4.836 0.804 0.063
H 1.486 -4.313 1.877 0.056
H 0.766 0.890 4.295 0.047
H 0.112 2.388 3.548 0.038
H 1.770 2.374 4.231 0.071
H 2.003 3.555 1.264 0.035
H 3.404 2.530 0.824 0.038
H 3.218 3.125 2.511 0.072
H 2.536 -0.818 2.986 0.053
H 3.576 0.566 3.459 0.078
H 3.701 -0.136 1.807 0.032
H -2.808 3.693 -2.106 0.086
H -3.480 2.176 -1.415 0.063
H -2.325 2.095 -2.773 0.062
H -2.322 4.449 0.360 0.085
H -0.866 3.974 1.291 0.057
H -2.364 3.005 1.419 0.025
H -0.421 4.557 -1.836 0.082
H 0.563 3.128 -2.278 0.058
H 0.838 3.946 -0.712 0.043
H 3.037 -2.668 -1.561 0.076
H 1.806 -2.670 -0.259 0.037
H 3.419 -1.963 0.046 0.056
H 4.211 0.279 -2.059 0.080
H 4.039 0.497 -0.289 0.037
H 3.241 1.636 -1.414 0.048
H 2.525 -1.364 -3.502 0.077
H 1.644 0.198 -3.609 0.066
H 0.758 -1.306 -3.220 0.038
C -1.865 -1.761 -2.151 -0.353
C -2.877 -0.932 -2.658 -0.032
C -3.247 -1.111 -3.994 -0.049
C -2.661 -2.141 -4.739 -0.052
C -1.770 -3.063 -4.165 -0.038
C -1.401 -2.893 -2.829 -0.031
O -1.167 -1.403 -1.015 -0.420
H -1.834 -0.911 -0.110 -0.073
H -3.322 -0.163 -2.019 0.095
H -4.004 -0.458 -4.447 0.126
H -2.906 -2.260 -5.795 0.123
H -1.363 -3.919 -4.712 0.128
H -0.730 -3.562 -2.275 0.126
N -1.373 -1.448 3.235 0.159
C -2.067 -0.342 2.901 -0.801
N -2.391 0.515 3.874 0.147
S -2.692 -0.033 1.300 0.647
H -1.232 -1.658 4.215 0.139
H -1.161 -2.201 2.585 0.060
H -2.906 1.362 3.663 0.123
H -2.052 0.382 4.823 0.144
```

C18H41ClN5O3 | ωB97M-V with the def2-TZVPD basis set

Computed properties:
Gap between HOMO and LUMO = 0.2125 hartree
Energy = -45436.4194 eV
E_LUMO = -5.0 eV
Charge = +1

```
68
Properties=species:S:1:pos:R:3:lowdin_charge:R:1
C 1.898 0.560 -4.228 -0.052
C 0.819 0.266 -3.183 -0.196
C -0.572 0.190 -3.743 -0.169
C -1.072 -0.904 -4.415 0.072
C -2.402 -0.893 -4.855 -0.031
N -3.212 0.128 -4.643 0.089
N -2.708 1.149 -4.011 -0.509
Cl -3.785 2.424 -3.750 0.860
C -1.456 1.255 -3.565 -0.009
H 1.687 1.428 -4.855 0.087
H 2.067 -0.311 -4.866 0.084
H 2.819 0.769 -3.682 0.073
H 0.852 1.023 -2.395 0.122
H 1.049 -0.696 -2.710 0.102
H -0.457 -1.778 -4.600 0.142
H -2.851 -1.729 -5.377 0.137
H -1.192 2.168 -3.045 0.148
C 6.055 -1.627 -1.577 -0.060
C 4.885 -1.200 -0.701 -0.423
C 3.685 -2.147 -0.761 -0.185
O 2.921 -2.044 -1.957 -0.229
C 3.353 -2.825 -3.057 -0.095
N 4.526 0.183 -1.017 0.054
H 5.856 -1.423 -2.631 0.067
H 6.948 -1.068 -1.302 0.080
H 6.269 -2.692 -1.467 0.082
H 5.221 -1.212 0.341 0.141
H 2.995 -1.883 0.045 0.095
H 3.997 -3.188 -0.612 0.129
H 3.755 -3.789 -2.735 0.096
H 4.097 -2.309 -3.668 0.080
H 2.461 -3.000 -3.662 0.079
H 3.836 0.524 -0.355 0.068
H 4.066 0.191 -1.922 0.044
C -1.616 -1.207 1.808 -0.060
C -0.962 -1.170 0.435 -0.418
C 0.500 -1.636 0.413 -0.209
O 1.422 -0.692 0.920 -0.225
C 1.607 -0.709 2.327 -0.083
N -1.113 0.179 -0.132 0.057
H -1.270 -0.388 2.441 0.063
H -2.696 -1.103 1.718 0.074
H -1.407 -2.146 2.321 0.086
H -1.509 -1.861 -0.217 0.136
H 0.801 -1.797 -0.628 0.102
H 0.606 -2.595 0.937 0.131
H 1.544 -1.729 2.717 0.097
H 0.875 -0.088 2.848 0.079
H 2.603 -0.315 2.527 0.091
H -0.737 0.165 -1.075 0.019
H -0.488 0.796 0.381 0.078
C -3.840 2.036 2.822 -0.073
C -4.562 1.625 4.099 -0.435
C -4.668 2.737 5.146 -0.207
O -3.463 3.006 5.835 -0.185
C -2.583 3.914 5.205 -0.108
N -3.929 0.411 4.619 0.041
H -2.761 2.086 2.979 0.058
H -4.020 1.293 2.046 0.066
H -4.178 3.008 2.457 0.078
H -5.591 1.363 3.831 0.136
H -5.378 2.419 5.913 0.124
H -5.057 3.659 4.693 0.120
H -3.137 4.700 4.681 0.090
H -1.916 3.422 4.491 0.071
H -1.978 4.372 5.985 0.089
H -4.474 0.039 5.390 0.074
H -3.037 0.672 5.030 0.071
```

C18H41FN4O3 | ωB97M-V with the def2-TZVPD basis set

Computed properties:
<S²> = 0.7504
Spin multiplicity = 2
Gap between HOMO and LUMO (spin up / spin down) = 0.1009 / 0.3465 hartree
Energy = -34149.7037 eV
E_LUMO (spin up / spin down) = 2.7 / 2.5 eV
Charge = -1

```
67
Properties=species:S:1:pos:R:3:lowdin_charge:R:1
C -1.406 4.169 -5.469 -0.185
C -0.616 2.861 -5.312 -0.281
C -0.068 2.502 -3.872 -0.194
C -1.208 2.181 -2.825 -0.145
N -0.790 1.360 -1.550 -0.198
C 0.239 2.119 -0.664 -0.120
C -0.528 3.137 0.203 -0.211
C -1.939 2.554 0.290 -0.222
C -1.986 1.358 -0.621 -0.165
C -0.192 -0.130 -1.906 0.065
H -0.888 4.940 -4.899 0.051
H -2.355 4.020 -4.954 0.033
H -1.797 4.414 -6.456 0.062
H 0.179 2.971 -6.049 0.089
H -1.189 1.993 -5.639 0.088
H 0.294 3.468 -3.520 0.067
H 0.759 1.792 -3.913 0.093
H -2.004 1.510 -3.148 0.093
H -1.576 3.085 -2.341 0.075
H 0.640 1.370 0.019 0.090
H 1.041 2.537 -1.273 0.107
H -0.153 3.468 1.171 0.098
H -0.591 4.022 -0.430 0.036
H -2.272 2.265 1.287 0.113
H -2.635 3.340 -0.002 0.054
H -1.732 0.621 0.141 0.105
H -2.880 1.205 -1.226 0.101
H -0.983 -0.756 -2.319 0.070
H 0.160 -0.466 -0.931 0.060
H 0.686 -0.069 -2.550 0.079
F -0.061 -0.709 1.406 -0.513
C 1.543 -1.572 4.474 0.000
C 2.293 -0.260 4.035 -0.551
O 3.420 -0.077 4.521 -0.012
N 1.599 0.592 3.297 0.025
C 2.105 1.818 2.642 -0.063
H 1.341 -1.644 5.543 0.069
H 2.139 -2.456 4.249 0.074
H 0.510 -1.652 4.137 0.035
H 0.879 0.158 2.737 0.058
H 2.634 2.492 3.316 0.084
H 1.153 2.256 2.342 0.047
H 2.520 1.861 1.635 0.071
C -1.967 -2.798 3.140 -0.008
C -2.572 -3.215 1.787 -0.615
O -3.430 -4.023 1.787 0.068
N -1.968 -2.603 0.774 0.013
C -2.383 -2.745 -0.604 -0.092
H -2.893 -2.875 3.711 0.071
H -1.533 -1.824 3.364 0.051
H -1.212 -3.512 3.470 0.076
H -1.484 -1.725 0.894 0.064
H -1.606 -2.866 -1.358 0.058
H -2.722 -1.764 -0.936 0.059
H -3.080 -3.550 -0.837 0.086
C 3.889 -1.612 1.216 0.006
C 3.289 -2.935 0.708 -0.498
O 3.961 -3.757 0.042 -0.023
N 1.943 -3.135 0.972 0.001
C 1.143 -4.178 0.354 -0.065
H 3.075 -0.890 1.285 0.055
H 4.465 -1.319 0.339 0.076
H 4.494 -1.654 2.122 0.083
H 1.435 -2.441 1.501 0.083
H 0.096 -3.879 0.301 0.056
H 1.187 -5.038 1.022 0.082
H 1.589 -4.310 -0.631 0.082
```